1.
2 unconnected molecules or ions with the total composition Cl3HNOP at a distorted geometry. Source: OMol25; level of theory: ωB97M-V with the def2-TZVPD basis set.

Output
- M (g mol⁻¹) = 168.3
- energy relative to the best compared isomer or geometry (same formula, charge and spin) (eV) = 1.862
- HOMO-LUMO gap (spin up / spin down) (eV) = 7.91 / 7.98
- E_tot (Ha) = -1852.46142
- LUMO energy (spin up / spin down) (Eh) = -0.0926 / -0.0571
- HOMO (spin up / spin down) (eV) = -10.43 / -9.53

Geometry (Å):
N -0.754 0.649 1.561
O 2.210 0.412 -1.090
P 0.833 -0.038 -0.852
Cl -2.234 0.137 1.102
Cl 0.725 -2.098 -0.935
Cl -0.582 0.932 -2.041
H -0.198 0.005 2.256

Force components x, y, z for each atom (eV/Å):
N 2.551 -0.117 0.765
O -0.399 0.001 -0.016
P 0.014 0.434 0.319
Cl -0.355 -0.713 0.353
Cl -0.364 0.469 -0.245
Cl 0.533 -0.761 0.313
H -1.980 0.687 -1.489

***

2.
A molecular structure, Cl3I2MnO12 at a distorted geometry. Source: OMol25; level of theory: ωB97M-V with the def2-TZVPD basis set.

Output
- M (g mol⁻¹) = 607.1
- HOMO-LUMO gap (spin up / spin down) (eV) = 7.40 / 3.94
- net charge = -2
- E_tot (Ha) = -4029.12208
- multiplicity = 7
- LUMO energy (spin up / spin down) (Eh) = 0.1430 / 0.0179
- HOMO (spin up / spin down) (eV) = -3.50 / -3.46

Geometry (Å):
Mn 6.926 27.440 -3.191
I 9.263 27.734 -4.630
I 6.634 29.894 -1.954
Cl 8.201 24.213 -5.028
O 8.981 23.624 -4.101
O 9.154 24.625 -5.998
O 7.317 23.063 -5.451
O 7.164 24.983 -4.456
Cl 4.237 26.723 -5.832
O 4.709 26.798 -4.563
O 4.023 28.031 -6.317
O 4.915 25.838 -6.730
O 2.897 26.112 -5.785
Cl 6.398 25.349 -0.906
O 6.464 24.015 -1.398
O 5.218 26.038 -1.248
O 6.591 25.404 0.535
O 7.621 26.010 -1.382

Force components x, y, z for each atom (eV/Å):
Mn -0.984 -1.253 0.825
I 0.091 -0.091 -0.162
I 0.240 -0.580 -0.512
Cl -4.950 -7.630 -2.747
O 4.480 -1.544 6.559
O -0.536 3.152 -2.385
O 1.475 1.250 -2.037
O -0.292 5.520 0.895
Cl -7.269 -3.422 -6.130
O 4.309 0.280 6.700
O 1.189 2.197 -1.224
O 2.193 0.990 0.146
O 0.214 0.391 0.891
Cl 2.872 -1.813 3.399
O -0.903 -0.052 -0.059
O -1.078 1.062 -1.393
O -0.931 -0.514 -0.283
O -0.121 2.058 -2.483

***

3.
A gas-phase ion, Cl3O3SSi (charge -1). Source: OMol25; level of theory: ωB97M-V with the def2-TZVPD basis set.

Output
- M (g mol⁻¹) = 214.5
- energy relative to the best compared isomer or geometry (same formula, charge and spin) (eV) = 0.000
- HOMO-LUMO gap (eV) = 8.93
- net charge = -1
- E_tot (Ha) = -2294.28683
- LUMO energy (Eh) = 0.1198
- HOMO (eV) = -5.67

Geometry (Å):
O 0.502 -0.424 0.712
O -1.276 1.640 0.823
O -1.959 -0.409 -0.284
Si 1.439 -0.545 -0.519
S -1.395 0.195 0.908
Cl 2.988 0.791 -0.364
Cl 0.661 -0.288 -2.367
Cl 2.334 -2.388 -0.512

Force components x, y, z for each atom (eV/Å):
O -0.634 0.220 0.386
O 0.189 -0.090 0.063
O -0.128 -0.131 -0.034
Si 0.279 0.012 0.377
S -0.159 0.096 -0.008
Cl 0.414 0.309 -0.110
Cl -0.230 0.071 -0.523
Cl 0.269 -0.487 -0.151

***

4.
A molecular structure, Cl4O2P2S at a distorted geometry. Source: OMol25; level of theory: ωB97M-V with the def2-TZVPD basis set.

Output
- M (g mol⁻¹) = 267.8
- energy relative to the best compared isomer or geometry (same formula, charge and spin) (eV) = 0.000
- HOMO-LUMO gap (eV) = 9.96
- E_tot (Ha) = -3072.35459
- LUMO energy (Eh) = 0.0008
- HOMO (eV) = -9.94

Geometry (Å):
O -0.307 -0.585 -0.379
O -0.710 1.003 1.611
P 0.663 0.473 -1.189
P -0.612 -0.389 1.214
S 2.436 0.650 -0.451
Cl -0.497 2.079 -1.261
Cl 0.476 -0.389 -2.962
Cl -2.270 -1.432 1.335
Cl 0.821 -1.411 2.081

Force components x, y, z for each atom (eV/Å):
O 0.216 0.400 0.479
O -0.069 -0.024 0.353
P 0.876 -0.596 1.244
P 0.207 0.669 -1.202
S -1.075 0.071 -0.649
Cl -0.001 0.325 -0.307
Cl 0.033 -0.001 -0.489
Cl -0.351 -0.416 0.225
Cl 0.164 -0.427 0.347

***

5.
A single Cl5NP2 molecule at a distorted geometry. Source: OMol25; level of theory: ωB97M-V with the def2-TZVPD basis set.

Output
- M (g mol⁻¹) = 253.2
- energy relative to the best compared isomer or geometry (same formula, charge and spin) (eV) = 0.951
- HOMO-LUMO gap (spin up / spin down) (eV) = 6.27 / 6.20
- E_tot (Ha) = -3038.38675
- multiplicity = 3
- LUMO energy (spin up / spin down) (Eh) = -0.0419 / -0.1503
- HOMO (spin up / spin down) (eV) = -7.41 / -10.30

Geometry (Å):
N 0.573 -0.216 1.013
P -0.199 -1.116 1.975
P 0.403 0.367 -0.529
Cl -0.714 1.998 0.224
Cl -2.079 -0.931 1.624
Cl 0.961 -1.636 -1.129
Cl -0.932 0.235 -2.225
Cl 1.987 1.299 -0.954

Force components x, y, z for each atom (eV/Å):
N 1.747 5.127 -3.608
P 0.058 -4.734 3.974
P -2.438 -2.460 -0.152
Cl 0.159 -0.361 0.040
Cl -2.858 0.654 -0.234
Cl 0.592 -0.097 -0.070
Cl 0.567 0.610 1.031
Cl 2.173 1.261 -0.981

***

6.
A molecular structure, Cl6MnO24 at a distorted geometry. Source: OMol25; level of theory: ωB97M-V with the def2-TZVPD basis set.

Output
- M (g mol⁻¹) = 651.6
- HOMO-LUMO gap (spin up / spin down) (eV) = 6.75 / 6.75
- net charge = -4
- E_tot (Ha) = -5716.10457
- multiplicity = 6
- LUMO energy (spin up / spin down) (Eh) = 0.3148 / 0.3148
- HOMO (spin up / spin down) (eV) = 1.82 / 1.82

Geometry (Å):
Mn -0.855 0.412 -0.233
Cl -1.821 -1.002 2.569
O -1.224 -1.686 3.724
O -0.857 -0.207 1.920
O -2.170 -2.061 1.707
O -3.071 -0.225 2.846
Cl -2.559 -1.084 -2.674
O -3.796 -0.883 -3.295
O -1.991 0.154 -2.488
O -2.463 -1.485 -1.338
O -1.800 -2.018 -3.431
Cl 3.480 2.094 1.922
O 3.761 3.392 1.546
O 4.075 1.617 3.072
O 2.065 2.051 2.051
O 3.702 1.010 0.896
Cl -2.498 3.120 -0.376
O -2.780 4.546 -0.089
O -3.134 2.106 0.288
O -2.730 3.039 -1.813
O -1.159 2.764 -0.140
Cl 1.818 0.651 -2.176
O 1.807 0.808 -3.488
O 1.048 -0.515 -1.760
O 3.066 0.322 -1.840
O 1.356 1.777 -1.420
Cl 1.825 -3.778 0.779
O 1.638 -2.300 0.650
O 2.791 -4.167 1.681
O 0.605 -4.134 1.440
O 1.871 -4.316 -0.531

Force components x, y, z for each atom (eV/Å):
Mn 0.884 -0.293 -0.937
Cl -3.485 -3.966 2.331
O -0.626 2.384 0.004
O 2.261 3.084 -1.768
O -0.874 -0.696 -1.623
O 2.397 -0.469 0.444
Cl 2.110 -2.180 -0.240
O -3.079 -0.473 -0.503
O 3.374 6.891 -1.663
O -2.266 -3.526 4.422
O 0.285 -0.237 -1.271
Cl -5.033 -7.154 -5.124
O 3.004 4.035 -0.956
O 2.943 0.171 4.363
O -2.172 0.573 1.398
O 1.543 2.743 0.704
Cl 0.259 4.067 -6.084
O 0.112 -1.948 1.632
O -4.896 -2.587 3.063
O -0.416 -0.303 0.662
O 4.790 0.157 0.631
Cl -3.073 -2.063 7.696
O -1.944 2.184 -10.138
O -3.024 0.029 0.418
O 8.128 -0.972 2.435
O -1.270 1.060 -0.009
Cl -6.952 6.091 -0.050
O 2.229 -1.740 -0.121
O 5.159 -1.277 1.477
O -1.750 -2.026 0.030
O 1.381 -1.561 -1.225

***

7.
2 unconnected molecules or ions with the total composition Cl6Si3 at a distorted geometry. Source: OMol25; level of theory: ωB97M-V with the def2-TZVPD basis set.

Output
- M (g mol⁻¹) = 297.0
- energy relative to the best compared isomer or geometry (same formula, charge and spin) (eV) = 2.408
- HOMO-LUMO gap (spin up / spin down) (eV) = 8.23 / 4.20
- E_tot (Ha) = -3629.80535
- LUMO energy (spin up / spin down) (Eh) = -0.0266 / -0.0947
- HOMO (spin up / spin down) (eV) = -8.96 / -6.78

Geometry (Å):
Si -0.970 5.275 2.698
Si 0.860 -2.373 -1.694
Si -0.297 -0.737 -0.360
Cl -0.910 3.498 3.678
Cl 2.576 -3.109 -0.843
Cl -1.883 -0.231 -1.588
Cl 1.611 -1.408 -3.372
Cl -1.108 -1.981 1.059
Cl 0.122 1.067 0.422

Force components x, y, z for each atom (eV/Å):
Si -0.019 0.620 -0.354
Si 0.614 0.896 -0.182
Si -1.193 -0.630 -0.502
Cl 0.025 -0.640 0.337
Cl -0.148 -0.172 0.292
Cl 0.144 -0.257 -0.212
Cl -0.371 -0.110 0.068
Cl 0.215 0.101 0.200
Cl 0.733 0.192 0.354

***

8.
A molecular structure, Cl6Zr at a distorted geometry. Source: OMol25; level of theory: ωB97M-V with the def2-TZVPD basis set.

Output
- M (g mol⁻¹) = 303.9
- energy relative to the best compared isomer or geometry (same formula, charge and spin) (eV) = 0.000
- HOMO-LUMO gap (eV) = 8.47
- net charge = -2
- E_tot (Ha) = -2808.59715
- LUMO energy (Eh) = 0.2144
- HOMO (eV) = -2.64

Geometry (Å):
Zr -0.715 -6.639 -0.926
Cl -2.713 -8.614 -0.237
Cl 1.175 -8.556 -1.015
Cl -2.563 -4.939 -1.008
Cl 0.977 -4.925 -1.980
Cl -0.371 -6.162 1.506
Cl -1.149 -7.738 -3.552

Force components x, y, z for each atom (eV/Å):
Zr -0.050 -1.359 -1.061
Cl 1.147 1.149 -0.261
Cl -0.977 1.169 0.350
Cl 0.759 -0.670 -0.098
Cl -0.994 -0.945 0.765
Cl 0.029 -0.199 -1.040
Cl 0.085 0.855 1.343